--- 1 ---
18
Properties=species:S:1:pos:R:3:nbo_charge:R:1 method="wB97M-V/def2-TZVPD" gap_ev=9.27 multiplicity=1 homo_energy_ev=-8.11
C -2.5504 0.3537 -0.1690 -0.387
C -0.2786 -0.0068 -0.4310 0.009
C 0.6914 0.4918 0.8142 -0.146
C 0.8762 -1.0050 -0.4168 -0.086
C 2.1911 -0.1027 -0.7336 -0.224
C 2.0069 0.8958 0.0544 -0.247
H -2.6575 0.8966 -1.0092 0.189
H -3.5373 -0.1753 0.0978 0.203
H -2.4526 1.1788 0.6978 0.148
H -1.4352 -1.2745 0.6835 0.408
H -0.3398 0.7326 -1.2396 0.198
H 0.4080 1.1385 1.7113 0.202
H 1.6744 -1.0901 1.4911 0.351
H 0.7428 -2.0980 -0.8710 0.198
H 2.9988 -0.3129 -1.4366 0.218
H 2.3357 1.9088 -0.0707 0.218
N -1.4236 -0.5681 -0.1389 -0.634
N 0.7497 -0.9630 0.9663 -0.619

--- 2 ---
18
Properties=species:S:1:pos:R:3:nbo_charge:R:1 method="wB97M-V/def2-TZVPD" smiles=C[C@@H](N)c1cc[nH]c1 gap_ev=9.19 multiplicity=1 homo_energy_ev=-8.10
C -1.1745 1.5588 0.5363 -0.603
C 0.0195 1.1442 -0.2482 -0.089
C 0.1196 -0.3233 -0.2505 -0.105
C 0.0220 -1.1961 -1.4130 -0.271
C 0.1596 -2.4734 -1.0755 -0.081
C 0.3386 -1.1681 0.8402 -0.055
H -1.9094 0.8046 0.4751 0.215
H -1.0001 1.7452 1.6121 0.198
H -1.6311 2.5155 0.2433 0.208
H -0.0617 1.5542 -1.2457 0.196
H 1.7096 2.3890 -0.1717 0.357
H 0.8880 2.4061 1.2280 0.353
H -0.3124 -0.9118 -2.4111 0.212
H 0.1340 -3.4081 -1.6488 0.220
H 0.4181 -3.1816 0.9129 0.386
H 0.4371 -0.8579 1.9193 0.225
N 1.1833 1.8092 0.4294 -0.837
N 0.6598 -2.4065 0.2680 -0.530

--- 3 ---
18
Properties=species:S:1:pos:R:3:nbo_charge:R:1 method="wB97M-V/def2-TZVPD" gap_ev="5.85 / 8.80" multiplicity=1 homo_energy_ev="-6.77 / -8.30"
C 0.2039 -0.7036 -1.2777 -0.134
C 0.2935 -1.5988 1.5397 -0.257
C 0.8077 -1.3821 -2.2777 -0.406
N 0.4137 -2.1611 0.4836 -0.306
H -0.8801 -0.7425 -1.2222 0.199
H -0.2019 -0.3002 1.4220 0.266
H 0.5761 -1.9174 2.5390 0.191
H 1.8838 -1.3653 -2.3935 0.183
H 0.2660 -2.0822 -2.8952 0.197
C -0.1174 1.4529 -0.0119 0.141
C -1.7276 1.6103 1.6998 -0.080
C 0.8559 0.5813 -0.7063 -0.530
N -0.6970 1.0642 1.1131 -0.463
H -0.2691 2.4749 -0.3525 0.172
H -2.0795 1.2346 2.6462 0.184
H -2.2896 2.4192 1.2435 0.163
H 1.6548 0.2806 -0.0204 0.248
H 1.3069 1.1355 -1.5296 0.235

--- 4 ---
18
Properties=species:S:1:pos:R:3:nbo_charge:R:1 method="wB97M-V/def2-TZVPD" gap_ev=8.71 multiplicity=1 homo_energy_ev=-8.21
C -0.3233 0.5876 0.1845 0.035
C -1.8934 0.3384 0.8077 -0.339
C -0.7898 -0.7034 0.5664 -0.087
C 0.9790 -1.2184 -0.6435 -0.270
C 0.4773 0.3209 -0.8689 -0.074
C 0.3705 0.8912 -2.0840 -0.339
H 1.3549 1.7032 1.2139 0.388
H -0.2104 2.0513 1.9366 0.365
H -2.7523 0.2552 0.1938 0.225
H -1.6856 1.1859 1.6565 0.224
H -1.2328 -1.1414 -0.2693 0.181
H 1.2286 -1.3439 1.3338 0.354
H 2.2318 -1.5600 -0.7593 0.230
H 0.2342 -1.9343 -1.5440 0.198
H 1.2303 0.6393 -2.7519 0.187
H -0.3157 1.7022 -2.5249 0.217
N 0.4517 1.3412 1.2666 -0.904
N 0.5475 -1.7491 0.6966 -0.593

How do the energies compare? Relative to the most stable structure, in hartree: 1 0.1144; 2 0.0000; 3 0.1917; 4 0.2957.

--- 1 ---
18
Properties=species:S:1:pos:R:3:nbo_charge:R:1 method="wB97M-V/def2-TZVPD" gap_ev=9.41 multiplicity=1 homo_energy_ev=-8.56
C -0.8714 -2.4461 0.1995 -0.456
C -0.3350 -1.5049 -0.4920 -0.223
C 1.7020 0.4093 0.0568 -0.690
C -0.2932 0.7824 1.5206 -0.685
C 0.2594 0.3979 0.1953 -0.253
Si -0.6364 1.0497 -1.4491 0.836
H -0.8714 -3.4563 -0.2326 0.208
H -1.3213 -2.3907 1.2419 0.205
H 0.2172 -1.7528 -1.4679 0.193
H 2.1212 -0.4372 0.6399 0.212
H 2.3469 1.3009 0.2508 0.236
H 2.0332 0.1617 -1.0023 0.202
H 0.4093 1.0622 2.3241 0.228
H -0.9770 1.6200 1.3256 0.226
H -0.9955 0.0230 1.8069 0.231
H -0.5516 2.5958 -1.2963 -0.183
H -2.0116 0.7115 -0.8595 -0.159
H -0.4656 0.7432 -2.8815 -0.129

--- 2 ---
18
Properties=species:S:1:pos:R:3:nbo_charge:R:1 method="wB97M-V/def2-TZVPD" gap_ev=10.14 multiplicity=1 homo_energy_ev=-9.16
C 2.1035 -0.1553 1.3209 -0.502
C 0.9400 0.3552 1.2451 0.131
C 0.5066 1.6978 1.5389 -0.694
C -1.2457 -1.1350 -2.5560 -1.084
C -0.4094 -0.8694 0.3355 -0.899
Si -1.1360 0.1024 -1.0899 1.150
H 2.4644 -1.2011 1.2875 0.213
H 2.9375 0.3620 1.8961 0.193
H 0.6244 2.2769 0.6557 0.236
H -0.6259 1.6836 1.7903 0.220
H 1.1267 2.0964 2.3898 0.226
H -0.4856 -1.9632 -2.2434 0.240
H -2.2183 -1.5770 -2.3909 0.229
H -1.1280 -0.7536 -3.6422 0.248
H 0.3769 -1.6305 0.3753 0.245
H -1.2701 -0.9586 1.1153 0.225
H -2.4518 0.5264 -0.8695 -0.189
H -0.1091 1.1428 -1.1586 -0.187

How do the energies compare? Relative to the most stable structure, in hartree: 1 0.0330; 2 0.0000.

--- 1 ---
54
Properties=species:S:1:pos:R:3:nbo_charge:R:1 method="wB97M-V/def2-TZVPD" gap_ev="6.19 / 6.37" multiplicity=2 homo_energy_ev="-2.56 / -2.59" total_charge=-2
Ru -0.3808 0.3449 -0.3307 1.176
C 1.1702 0.0583 3.0167 -0.682
C 1.7690 0.0986 1.6481 0.380
N 1.3187 -0.7603 0.7463 -0.357
N 2.1536 -1.2701 -0.1358 -0.350
C 1.7947 -1.7033 -1.2917 -0.125
S 0.2477 -1.6425 -2.0002 0.029
S 3.1599 -2.4110 -2.1894 0.187
C 4.0561 -0.8262 -2.5247 -0.544
C 3.6097 -0.2180 -3.8110 0.057
C 2.4282 0.5124 -3.8902 -0.226
C 2.0189 1.0512 -5.0979 -0.186
C 2.7907 0.8812 -6.2359 -0.239
C 3.9752 0.1649 -6.1634 -0.237
C 4.3737 -0.3900 -4.9611 -0.245
C 2.7998 1.0371 1.2657 -0.279
C 3.8577 1.4099 2.0918 -0.138
C 4.8631 2.2338 1.6373 -0.317
C 4.8171 2.7253 0.3339 -0.192
C 3.7653 2.4287 -0.4933 -0.267
C 2.7057 1.5847 -0.0674 0.421
O 1.7188 1.3499 -0.8360 -0.708
H 1.1078 -0.9763 3.3495 0.231
H 0.1520 0.4432 2.9972 0.290
H 1.7539 0.6524 3.7124 0.207
H 5.1105 -1.0961 -2.5524 0.209
H 3.8585 -0.1855 -1.6674 0.256
H 1.8160 0.6768 -3.0151 0.271
H 1.0962 1.6120 -5.1245 0.232
H 2.4707 1.3006 -7.1818 0.194
H 4.5928 0.0415 -7.0455 0.190
H 5.2898 -0.9649 -4.9108 0.188
H 3.9262 0.9871 3.0853 0.196
H 5.6931 2.4792 2.2852 0.191
H 5.6364 3.3368 -0.0245 0.194
H 3.7135 2.8013 -1.5065 0.216
O 0.2678 3.1912 -3.1141 -0.998
P -1.0202 2.6044 -2.3081 2.539
O -2.2384 3.3197 -2.7260 -1.131
O -0.9427 1.1117 -2.4141 -1.066
O -0.5231 3.0615 -0.7997 -1.108
P -1.5472 2.8925 0.4702 2.527
O -0.4010 2.8059 1.6353 -1.000
O -2.3825 4.0697 0.7141 -1.126
O -2.1970 1.5364 0.3330 -1.095
H 0.1712 4.1389 -3.0576 0.485
H 0.3196 2.2351 1.3554 0.482
Cl -4.8446 -1.7301 0.9714 0.026
C -3.3178 -2.0368 1.7823 -0.201
Cl -3.4461 -1.6127 3.4818 0.017
Cl -2.9322 -3.7549 1.6550 -0.002
C -2.1570 -1.2463 1.0835 0.743
O -2.1544 -1.3322 -0.1416 -0.634
O -1.3552 -0.6906 1.8301 -0.681

--- 2 ---
54
Properties=species:S:1:pos:R:3:nbo_charge:R:1 method="wB97M-V/def2-TZVPD" gap_ev="6.67 / 6.62" multiplicity=2 homo_energy_ev="-2.70 / -2.66" total_charge=-2
Ru 1.1630 -0.6756 0.8039 1.151
C -2.4521 0.7193 -1.2677 -0.688
C -1.2698 0.5379 -0.3603 0.364
N -0.3964 -0.3949 -0.5344 -0.262
N -0.4564 -1.0264 -1.7853 -0.378
C 0.6907 -1.4934 -2.1146 -0.077
S 2.1035 -1.5578 -1.1373 -0.050
S 0.8470 -1.9795 -3.8295 0.212
C 1.5254 -0.3648 -4.3663 -0.555
C 0.6164 0.7842 -4.0336 0.061
C 0.7487 1.4561 -2.8204 -0.234
C -0.1424 2.4598 -2.4678 -0.207
C -1.1656 2.8190 -3.3343 -0.227
C -1.2994 2.1612 -4.5506 -0.230
C -0.4184 1.1454 -4.8912 -0.243
C -1.0444 1.5503 0.6754 -0.219
C -2.0962 2.2633 1.2510 -0.104
C -1.8593 3.3049 2.1260 -0.283
C -0.5459 3.6635 2.4174 -0.172
C 0.5142 2.9863 1.8518 -0.258
C 0.2884 1.9101 0.9840 0.365
O 1.3231 1.2683 0.4597 -0.655
H -2.4537 -0.0097 -2.0694 0.256
H -2.4439 1.7277 -1.6843 0.232
H -3.3644 0.6129 -0.6765 0.219
H 1.6617 -0.4645 -5.4444 0.216
H 2.4990 -0.2405 -3.8944 0.234
H 1.5197 1.1644 -2.1167 0.252
H -0.0413 2.9367 -1.5005 0.234
H -1.8647 3.5990 -3.0569 0.204
H -2.1016 2.4290 -5.2284 0.197
H -0.5455 0.6086 -5.8255 0.198
H -3.1162 1.9766 1.0269 0.190
H -2.6861 3.8173 2.6011 0.195
H -0.3502 4.4618 3.1239 0.198
H 1.5405 3.2178 2.1036 0.224
O -1.1770 -2.0169 4.2447 -1.016
P -0.1964 -0.8423 3.7539 2.575
O -0.5519 0.4159 4.4236 -1.133
O -0.2570 -0.8938 2.2192 -1.105
O 1.2282 -1.4478 4.1921 -1.118
P 2.7371 -1.0732 3.6682 2.579
O 3.3783 -2.5212 3.5066 -1.024
O 3.4743 -0.2848 4.6641 -1.137
O 2.5360 -0.4816 2.2768 -1.117
H -1.0017 -2.8305 3.7529 0.495
H 2.9268 -2.9757 2.7610 0.524
Cl -1.2121 -3.5800 0.4446 0.033
C -0.2617 -4.7604 1.3323 -0.192
Cl -0.9443 -4.9181 2.9892 -0.023
Cl -0.4172 -6.3395 0.5246 -0.014
C 1.2810 -4.3664 1.5190 0.751
O 1.9882 -5.3140 1.8267 -0.678
O 1.5421 -3.1442 1.4662 -0.758

How do the energies compare? Relative to the most stable structure, in hartree: 1 0.1551; 2 0.0000.

--- 1 ---
14
Properties=species:S:1:pos:R:3:nbo_charge:R:1 method="wB97M-V/def2-TZVPD" smiles="C#C[C@@H]1N=CN2C[C@@H]12" gap_ev=10.61 multiplicity=1 homo_energy_ev=-9.74
C -0.1894 2.4478 -1.7623 -0.229
C 0.5712 1.5392 -1.1845 0.008
C 0.8360 0.3554 -0.4087 -0.203
C -0.0234 -1.6225 -0.5687 0.266
C -0.3506 -0.8256 1.7157 -0.254
C -0.2615 0.2802 0.6705 -0.083
H -0.7177 3.0452 -2.4966 0.249
H 1.7635 0.5614 0.1119 0.233
H -0.1307 -2.7110 -0.7267 0.203
H 0.5203 -1.4360 2.0031 0.189
H -1.0072 -0.9240 2.5004 0.209
H -0.8769 1.1543 0.7614 0.228
N 0.8725 -0.8432 -1.0729 -0.402
N -1.0061 -1.0211 0.4574 -0.414

--- 2 ---
14
Properties=species:S:1:pos:R:3:nbo_charge:R:1 method="wB97M-V/def2-TZVPD" gap_ev=8.47 multiplicity=1 homo_energy_ev=-8.77
C -1.7568 -1.4703 -0.1635 0.074
C -0.5589 1.6128 -0.1088 0.062
C -0.9997 -0.5859 0.6727 -0.100
C -0.0134 0.2756 0.2553 -0.014
C -2.3121 0.4093 0.3783 0.029
C 1.4356 -0.1205 0.0094 -0.669
N -2.6821 -0.6514 -0.5069 -0.343
N -1.8789 1.6193 -0.0969 -0.350
H -1.4691 -2.4216 -0.6310 0.205
H 0.0660 2.4293 -0.4488 0.202
H -3.1256 0.5501 0.9550 0.203
H 2.2237 0.6971 0.1297 0.239
H 1.6038 -0.2458 -1.0475 0.226
H 1.5989 -1.1327 0.4289 0.234

How do the energies compare? Relative to the most stable structure, in hartree: 1 0.0243; 2 0.0000.

--- 1 ---
23
Properties=species:S:1:pos:R:3:nbo_charge:R:1 method="wB97M-V/def2-TZVPD" gap_ev=6.71 multiplicity=1 homo_energy_ev=-3.75 total_charge=-1
C 1.9801 -1.2398 0.1079 -0.638
C 0.0576 1.3085 2.8374 0.260
C 1.3756 1.5546 2.5732 -0.270
C -0.7403 0.5905 1.9191 -0.262
C 1.9857 0.8118 1.5477 -0.220
C -0.1440 -0.2148 0.9800 -0.174
C 1.2632 -0.1891 0.9293 -0.007
O -0.6045 1.9062 3.8975 -0.713
H -0.9614 1.2243 4.4655 0.475
H 1.8728 2.3332 3.1236 0.211
H -1.7555 0.8807 2.0389 0.216
H 3.0557 0.7515 1.3725 0.203
H -0.6351 -0.9052 0.3187 0.250
H 1.3150 -1.9111 -0.4411 0.249
H 2.4312 -2.0291 0.7277 0.196
H 2.6593 -0.6805 -0.4983 0.216
C -2.3101 -0.7869 -4.2501 -0.774
C -1.3962 -0.4013 -2.9705 0.788
O -1.4709 0.8075 -2.7068 -0.785
O -0.6476 -1.3036 -2.5560 -0.809
H -2.9967 -1.5778 -3.9567 0.189
H -1.5103 -1.0533 -4.9370 0.202
H -2.8235 0.1236 -4.5229 0.197

--- 2 ---
23
Properties=species:S:1:pos:R:3:nbo_charge:R:1 method="wB97M-V/def2-TZVPD" gap_ev=6.69 multiplicity=1 homo_energy_ev=-3.03 total_charge=-1
C 3.6757 1.0461 2.0292 -0.620
C 0.1929 -0.9633 0.2803 0.377
C 0.4553 0.4018 0.0346 -0.334
C 1.2654 -1.6957 0.8956 -0.298
C 1.5720 1.0435 0.5860 -0.209
C 2.3314 -1.0145 1.4633 -0.219
C 2.4846 0.3720 1.3754 -0.136
O -0.8672 -1.5770 -0.1186 -0.839
H -2.2131 -1.5310 -0.9881 0.548
H -0.2364 1.0029 -0.5358 0.207
H 1.2369 -2.7716 1.0037 0.190
H 1.5893 2.1191 0.4491 0.182
H 3.0299 -1.6598 1.9841 0.177
H 3.7844 0.7433 3.0736 0.200
H 3.6208 2.0840 1.7205 0.206
H 4.6434 0.6813 1.6498 0.186
C -4.3754 0.5515 -2.1921 -0.720
C -3.0211 -0.1300 -2.0995 0.797
O -3.1012 -1.2299 -1.3672 -0.729
O -2.0240 0.3084 -2.6124 -0.623
H -5.1293 -0.0569 -1.7067 0.218
H -4.6447 0.7519 -3.2207 0.214
H -4.2695 1.5239 -1.7042 0.225

How do the energies compare? Relative to the most stable structure, in hartree: 1 0.0429; 2 0.0000.